Below is a molecular structure, C39H36ClN3Si2Ti at a distorted geometry, with properties calculated with ωB97M-V/def2-TZVPD.

```
82
Properties=species:S:1:pos:R:3:forces:R:3:lowdin_charge:R:1
C -1.022392 -2.251644 -0.235455 -0.4139 -0.4073 -0.8495 -0.129
C -1.895209 -1.207619 -0.611272 -0.3738 -0.9703 -0.4472 -0.137
C -2.043040 -1.241489 -2.015046 -0.2006 -0.7684 0.2252 -0.185
H -2.440288 -0.543178 0.061101 0.3795 -0.1946 -0.2447 0.112
C -1.244840 -2.319126 -2.539752 -0.4493 -0.2547 0.6514 -0.219
C -0.584062 -2.925197 -1.421294 -1.2322 -0.0896 -0.0168 -0.181
H -0.026054 -3.860327 -1.474284 -0.0554 0.4530 0.0754 0.108
H -0.805854 -2.543022 0.791648 0.2553 0.2529 -0.3737 0.109
H -2.766102 -0.653283 -2.575981 0.3400 -0.1033 0.2069 0.109
H -1.254014 -2.712432 -3.556267 0.0097 0.1725 0.2586 0.113
Ti 0.420639 -0.837072 -2.107072 -0.8008 0.1100 7.4571 0.670
Si 1.769507 3.674987 -3.836174 -3.3155 -1.1896 1.6363 0.752
C 0.439616 4.475230 -4.853287 0.2144 0.3980 -0.0280 -0.319
C 0.766264 4.804932 -6.173171 -0.5109 0.1165 -0.0311 -0.108
H 1.778337 4.618090 -6.546367 -0.3885 0.0526 0.0449 0.101
C -0.200536 5.368055 -7.006257 -0.0582 -0.0095 -0.0933 -0.096
H 0.053114 5.599442 -8.039529 -0.0747 0.0132 0.1903 0.104
C -1.493866 5.606484 -6.534757 0.3138 -0.1926 0.0695 -0.092
H -2.251333 6.024248 -7.200552 0.2242 -0.1010 0.2215 0.104
C -1.810761 5.292169 -5.211779 -0.0165 -0.0642 0.1625 -0.091
H -2.820551 5.467866 -4.840713 0.2254 0.0251 -0.0734 0.101
C -0.846653 4.746775 -4.359652 0.0384 0.1331 -0.5761 -0.104
H -1.092223 4.545427 -3.313344 0.0421 0.0292 -0.3107 0.091
C 1.409868 1.826489 -3.780831 -0.5290 0.2605 -0.0462 -0.365
C 0.106887 1.489873 -3.366333 -0.0195 -0.2720 -0.7622 -0.191
H -0.566265 2.294587 -3.036565 0.5015 -0.3063 -0.1076 0.092
C -0.463275 0.213446 -3.594585 -0.7343 2.4363 -1.5226 -0.320
H -1.521873 0.149317 -3.801290 0.2720 0.1701 0.3242 0.067
C 1.842514 -1.389586 -3.328836 1.6516 0.4299 -1.7202 -0.326
H 2.108397 -2.442766 -3.281046 0.6287 0.4556 -0.2791 0.060
C 2.546988 -0.461103 -4.185042 1.2604 -0.6558 0.9474 -0.260
H 3.442381 -0.828965 -4.661030 0.0685 -0.0404 -0.5399 0.132
C 2.308280 0.934729 -4.397370 0.3916 0.0472 0.1441 -0.172
H 2.955350 1.351973 -5.190229 -0.2239 -0.1615 0.6830 0.128
H 1.659670 4.166247 -2.451414 0.1602 0.1332 0.1365 -0.008
Si 0.687573 -0.705892 -4.657514 -1.8760 -0.9026 -5.3754 0.538
C 0.637234 -2.272125 -5.783456 0.0702 0.5208 1.1116 -0.211
C -0.389508 -2.479145 -6.701028 0.0201 -0.6167 -0.2822 -0.084
H -1.148643 -1.700138 -6.847662 0.2530 -0.4904 0.0418 0.107
C -0.409679 -3.664123 -7.447533 0.2794 0.0795 0.2303 -0.074
H -1.207068 -3.818155 -8.169968 0.1371 -0.1151 0.0894 0.099
C 0.596361 -4.629915 -7.267843 -0.1601 0.3865 0.0725 -0.087
H 0.572927 -5.553392 -7.838009 -0.0484 0.0946 0.0552 0.097
C 1.649298 -4.387634 -6.381897 -0.0989 0.2319 -0.2681 -0.084
H 2.458344 -5.100368 -6.239284 -0.1845 -0.0056 -0.1977 0.101
C 1.685188 -3.190420 -5.672782 -0.2533 -0.5369 -0.2098 -0.097
H 2.541411 -2.996900 -5.023893 -0.3579 -0.1372 -0.2696 0.088
C 0.134573 0.420617 -6.279551 0.6983 0.1612 0.7966 -0.202
C -1.104175 1.057809 -6.258533 -0.3678 0.4221 -0.2823 -0.108
H -1.825999 0.943030 -5.454924 0.3194 -0.1582 -0.1099 0.092
C -1.504974 1.941439 -7.253130 0.0511 -0.1174 -0.1335 -0.093
H -2.465522 2.438690 -7.136698 0.1349 -0.0197 -0.2122 0.103
C -0.681038 2.176666 -8.344333 0.1820 -0.0439 -0.0258 -0.109
H -1.006041 2.863018 -9.130531 0.2337 -0.2452 0.1890 0.102
C 0.561780 1.535980 -8.397426 0.1596 -0.1654 0.1073 -0.087
H 1.217474 1.703181 -9.253947 -0.1306 0.0082 0.2223 0.097
C 0.986317 0.682285 -7.361384 -0.6299 0.2948 -0.3746 -0.088
H 1.977968 0.221236 -7.419656 -0.3176 0.0939 0.0078 0.108
H 2.982448 3.774815 -4.391204 3.1875 0.6232 -1.4537 -0.049
Cl 2.507402 0.441533 -1.342654 0.6070 0.5837 0.3314 0.278
N 1.211809 -0.307741 1.509140 -0.0934 -0.2477 0.1933 0.120
C 1.843701 -1.473106 1.062546 0.4458 -0.0780 -0.2518 -0.326
C 2.726098 -2.078625 1.984155 0.0125 -0.4476 -0.4557 -0.002
C 3.453259 -3.204456 1.598379 -0.7327 0.6337 -0.1246 -0.056
C 3.262454 -3.682426 0.298617 -0.0033 -0.1028 -0.2877 -0.061
C 2.372308 -3.029291 -0.543175 0.1507 0.1819 0.6791 -0.134
N 1.659853 -1.953700 -0.168057 0.5961 0.0756 0.0961 -0.001
C 0.663292 0.815101 0.881536 0.0037 0.1366 -0.6602 -0.349
C 0.902796 2.050846 1.511101 -0.1790 -0.2829 0.2798 -0.020
C 0.293165 3.194934 1.032290 -0.2281 -0.2766 -0.2142 -0.054
C -0.613629 3.047424 -0.025877 -0.2019 -0.2624 -0.0076 -0.061
C -0.805568 1.780001 -0.578613 0.6712 0.4863 0.2103 -0.144
N -0.075234 0.703438 -0.238744 -0.2524 0.5056 1.0063 0.014
H 1.410829 -0.127886 2.488958 0.0510 0.0207 -0.4836 0.130
H 2.819366 -1.622022 2.962735 0.1743 -0.1802 0.0161 0.107
H 4.140237 -3.686243 2.286550 -0.0791 0.0753 -0.0986 0.107
H 3.791411 -4.550276 -0.087260 -0.0128 0.1664 0.1953 0.103
H 2.233173 -3.374849 -1.572089 -0.0210 0.0898 0.5220 0.097
H 1.568694 2.044049 2.378383 -0.1965 0.2437 -0.3423 0.118
H 0.482383 4.170339 1.487064 -0.0354 -0.3513 -0.1866 0.114
H -1.176550 3.888111 -0.426816 0.1075 -0.1542 0.1891 0.101
H -1.551718 1.637723 -1.364650 0.3342 -0.0860 0.2526 0.114
```
Forces are in eV/Å.

Results
frontier orbital gap (alpha / beta) = 6.47 / 6.26 eV
relative energy (zero: lowest compared OMol25 entry of this formula, charge and spin) = 137.7 kcal per mole
M = 686.2 g/mol
E_tot = -3560.48113 a.u.
multiplicity = 3
<S²> = 2.027
HOMO level (alpha / beta) = -6.542 / -7.455 eV